1.
# C35H28BF10N2O17PS2

4 unconnected molecules or ions with the total composition C35H28BF10N2O17PS2 (the ωB97M-V functional and the def2-TZVPD basis, OMol25).

Structure (XYZ):
```
96
Properties=species:S:1:pos:R:3:mulliken_charge:R:1
S 0.06 3.85 4.66 1.517
S -5.31 -0.40 -2.15 -0.348
P -3.42 -0.68 -2.48 0.642
F 1.59 3.77 5.01 -0.374
F -0.58 4.60 2.18 -0.257
F -0.26 3.63 6.18 -0.334
F 2.03 2.29 2.84 -0.263
F -0.02 2.29 4.44 -0.179
F -3.58 2.92 1.71 -0.128
F 1.71 3.41 1.01 -0.385
F 1.43 5.08 2.81 -0.284
F 0.09 5.42 4.89 -0.354
F -1.49 3.95 4.36 -0.306
O 7.25 0.07 -4.15 -0.615
O 7.33 -1.27 -6.41 -0.572
O -0.62 -3.36 -3.59 -0.567
O 2.60 0.66 -4.43 -0.498
O 0.11 -3.75 2.69 -0.492
O -5.09 2.64 0.18 -0.459
O -0.18 0.79 -5.23 -0.664
O 2.67 -0.76 -6.65 -0.490
O 0.37 -0.28 11.94 -0.579
O 0.37 1.39 7.56 -0.459
O 0.21 0.59 -9.90 -0.621
O 2.22 3.19 8.13 -0.545
O -1.56 -1.35 -10.08 -0.574
O 2.15 1.56 12.53 -0.623
O -4.19 -0.03 1.47 -0.520
O -0.14 -5.37 -1.44 -0.474
O -1.90 -1.19 -5.40 -0.246
N -0.28 -5.11 0.87 -0.353
N -3.13 1.40 0.09 0.284
C 5.01 -1.08 -6.65 -1.138
C 0.76 0.53 10.97 0.387
C 1.81 2.39 9.11 0.303
C 0.49 4.12 2.83 0.420
C -0.42 -3.91 1.64 -0.029
C -4.06 2.34 0.63 0.323
C 3.78 0.21 -4.84 0.379
C 0.76 1.38 8.71 1.042
C 0.02 1.89 1.57 -1.118
C -2.57 -1.08 0.17 0.454
C 3.75 -0.58 -6.12 1.000
C -0.50 -4.73 -0.51 -0.110
C -3.38 0.11 0.60 -0.468
C -1.45 -0.80 -6.47 0.654
C -1.78 -1.32 2.63 -2.259
C -1.35 0.13 2.92 -0.802
C -0.26 0.22 -8.85 1.088
C 2.28 2.46 10.36 -0.918
C 1.06 2.87 2.10 0.772
C -2.55 -1.57 -1.16 0.566
C -1.23 -2.94 0.81 0.166
C -1.83 -1.37 -7.75 -1.176
C -3.12 -4.02 -3.63 -1.012
C -1.87 -2.75 -1.51 -0.078
C -1.87 -1.75 1.19 0.809
C 6.15 -0.85 -5.99 0.387
C 6.17 -0.08 -4.70 1.092
C -1.23 -3.43 -0.48 -0.136
C 0.09 0.80 -7.56 -0.637
C 0.00 0.50 2.24 -0.736
C 4.92 0.44 -4.18 -0.954
C 0.28 0.45 9.72 -1.161
C 1.79 1.55 11.37 1.096
C -1.27 -0.89 -8.87 0.372
C -0.46 0.32 -6.45 0.199
B -1.82 -3.39 -2.98 0.748
H 7.98 -0.97 -5.74 0.365
H 0.22 -0.24 1.48 0.684
H 0.76 0.40 3.00 0.623
H -2.88 -5.01 -4.02 0.329
H -3.23 1.47 -0.92 0.288
H -1.02 -0.84 -10.71 0.364
H -0.72 0.27 -4.61 0.231
H -0.96 2.34 1.63 0.139
H 1.94 0.37 -5.09 0.184
H -3.48 -3.37 -4.42 0.331
H -3.24 -1.36 -3.67 -0.064
H -0.66 -3.76 -4.47 0.295
H 1.72 2.93 7.34 0.211
H -1.18 0.16 3.99 0.656
H 0.87 -0.01 12.74 0.363
H 4.98 -1.63 -7.58 0.438
H -2.72 0.53 -2.68 0.000
H -2.78 -1.45 3.04 0.459
H -2.55 -2.17 -7.76 0.480
H 3.03 3.18 10.66 0.445
H -0.46 -0.28 9.42 0.437
H 0.21 1.76 0.52 0.547
H 0.81 1.61 -7.55 0.494
H -2.13 0.85 2.73 0.598
H 4.95 1.00 -3.25 0.466
H -1.14 -1.97 3.19 0.573
H -3.88 -4.14 -2.86 0.320
H -1.03 -5.77 1.07 0.340
```

Computed properties:
multiplicity	1
HOMO-LUMO gap	7.13	eV
LUMO energy	-2.12	eV

---

2.
# C35H28Br2F4N5O3SY

A molecular structure, C35H28Br2F4N5O3SY (the ωB97M-V functional and the def2-TZVPD basis, OMol25).

Structure (XYZ):
```
79
Properties=species:S:1:pos:R:3:mulliken_charge:R:1
Y -0.27 0.18 0.53 -0.551
Br -5.64 -3.71 3.84 -0.240
Br -2.97 1.15 4.81 -0.176
S -2.52 1.98 -0.52 1.234
F 1.41 -3.96 5.08 -0.338
F 1.42 -3.93 2.46 -0.368
F 1.24 0.74 5.23 -0.349
F 1.30 0.83 2.56 -0.344
O -2.76 0.61 -0.06 -0.542
O -3.32 2.48 -1.60 -0.741
O -1.32 0.24 2.38 -0.228
N 1.59 1.72 -0.22 1.037
N -0.96 1.92 -0.78 0.077
N -1.67 -1.92 0.79 0.818
N 1.33 -1.35 1.02 1.613
N 2.07 -0.89 -1.82 1.115
C 1.37 -1.53 2.38 0.178
C 1.68 -2.43 0.12 -1.046
C 3.48 -1.12 -1.98 -1.287
C 1.22 2.86 -0.88 0.463
C -4.29 -2.47 3.34 -0.067
C -3.14 -0.39 3.74 -0.059
C -1.79 3.44 1.71 0.229
C 2.14 3.84 -1.24 0.932
C 1.40 -2.74 3.10 0.185
C 3.50 3.59 -0.96 -0.740
C -3.46 -2.72 2.22 0.710
C 1.33 -0.39 3.20 0.166
C -2.09 4.25 2.80 -1.068
C 2.86 1.52 0.04 -0.267
C -0.60 4.20 -1.71 -0.651
C -1.81 -2.99 0.05 -0.341
C -2.76 -4.00 0.31 -1.324
C -4.14 -1.33 4.07 -0.424
C 1.48 -0.37 -3.04 -1.245
C -2.80 3.07 0.83 0.682
C 1.32 -1.62 5.26 -0.620
C 1.38 -2.76 4.49 0.274
C -4.10 3.52 1.03 -1.130
C -2.48 -1.77 1.89 0.000
C -3.71 5.54 4.22 -1.636
C 0.34 5.21 -2.06 -0.958
C -2.28 -0.59 2.69 0.394
C -3.39 4.69 3.02 1.169
C -3.58 -3.86 1.39 -0.801
C 3.86 2.44 -0.33 -1.086
C 1.29 -0.42 4.57 0.114
C 1.68 5.04 -1.85 -0.945
C -0.18 3.02 -1.16 -0.647
C -4.39 4.32 2.13 -0.748
C 1.35 -2.04 -1.32 -1.491
H -4.78 -1.13 4.92 0.452
H -4.88 3.25 0.33 0.468
H -1.65 4.35 -1.93 0.592
H -4.15 6.50 3.92 0.387
H 2.39 5.81 -2.13 0.433
H 1.48 -2.93 -1.96 0.268
H -1.17 -3.08 -0.82 0.446
H -2.81 5.76 4.80 0.350
H 4.25 4.33 -1.24 0.434
H 3.09 0.60 0.56 0.423
H 3.70 -1.91 -2.72 0.349
H -1.31 4.53 3.48 0.300
H -2.82 -4.86 -0.34 0.457
H -4.43 5.04 4.87 0.345
H 3.97 -0.20 -2.31 0.379
H 3.94 -1.42 -1.04 0.285
H 2.74 -2.71 0.19 0.576
H 4.90 2.22 -0.09 0.471
H -4.32 -4.61 1.63 0.344
H 1.99 0.55 -3.33 0.346
H 1.13 -3.35 0.32 0.548
H -5.41 4.65 2.28 0.409
H 1.29 -1.66 6.33 0.523
H 0.28 -1.79 -1.40 0.293
H 1.54 -1.07 -3.88 0.316
H -0.77 3.11 1.57 0.159
H 0.43 -0.12 -2.88 0.310
H -0.03 6.12 -2.50 0.409
```

Computed properties:
multiplicity	1
HOMO-LUMO gap	7.23	eV
LUMO energy	-0.30	eV

---

3.
# C35H28CdN6O6

A molecular structure, C35H28CdN6O6 (the ωB97M-V functional and the def2-TZVPD basis, OMol25).

Structure (XYZ):
```
76
Properties=species:S:1:pos:R:3:mulliken_charge:R:1
Cd -0.43 -0.16 0.40 2.557
O 2.13 5.24 -4.90 -0.784
O 0.25 -3.16 1.56 -0.501
O 0.11 5.81 -5.60 -0.807
O -2.20 1.29 0.99 -0.906
O 1.46 0.53 1.89 -0.867
O 3.93 0.91 2.34 -0.776
N -1.63 1.19 -1.77 0.451
N 0.86 5.13 -4.84 0.889
N 0.94 1.78 -1.22 0.198
N 0.28 -5.11 0.42 -0.502
N -0.81 -0.28 2.74 0.487
N 0.29 -0.72 3.46 -1.052
C -3.20 -0.05 2.72 0.929
C 2.12 -1.72 -0.64 0.473
C 2.40 3.62 -2.69 -0.463
C 1.38 -0.28 2.90 0.850
C -4.56 1.27 1.20 -0.536
C -4.39 -0.47 3.33 -0.593
C 2.54 -2.55 -2.88 -0.658
C 3.89 -0.15 3.16 0.333
C -1.94 -0.49 3.29 -0.781
C 3.90 -2.37 4.86 -0.832
C 5.10 -1.72 4.54 -0.223
C 3.00 2.86 -1.70 -1.154
C 0.36 2.49 -2.20 0.213
C 2.71 -1.89 4.33 -0.535
C 1.32 -2.02 -3.29 -0.336
C 0.51 -1.35 -2.37 0.033
C -1.79 3.11 -3.25 1.205
C 2.94 -2.39 -1.55 -0.489
C 2.23 1.95 -0.99 -0.137
C -0.17 -3.82 0.65 0.425
C 0.27 4.24 -3.96 -0.749
C -1.07 2.23 -2.40 -0.327
C -5.64 -0.07 2.90 -0.640
C -2.94 1.02 -1.87 -0.349
C 5.09 -0.63 3.70 -0.752
C -3.25 0.85 1.59 0.061
C -1.93 -2.08 0.01 -1.639
C -1.25 -3.37 -0.32 -0.820
C 1.04 3.45 -2.98 0.402
C -5.70 0.82 1.82 -0.505
C -3.18 2.91 -3.31 -0.866
C 0.90 -1.19 -1.04 -0.656
C 2.68 -0.78 3.49 0.349
C -3.76 1.88 -2.61 -0.992
C -1.11 4.10 -4.00 -1.054
H -3.37 0.19 -1.32 0.278
H -1.95 -0.99 4.26 0.249
H 3.91 -3.24 5.51 0.360
H -2.47 -2.04 0.96 0.645
H -6.54 -0.42 3.39 0.366
H -3.78 3.58 -3.91 0.396
H -0.78 -3.29 -1.31 0.360
H 2.97 4.34 -3.26 0.545
H 1.76 -2.37 4.55 0.438
H -4.31 -1.15 4.18 0.319
H 1.14 -5.34 0.88 0.260
H 6.04 -2.09 4.94 0.352
H 0.13 -5.52 -0.49 0.215
H 3.17 -3.08 -3.58 0.324
H -1.98 -4.18 -0.37 0.600
H 2.66 1.34 -0.20 0.372
H -2.49 -1.65 -0.82 0.347
H 6.01 -0.12 3.43 0.405
H 2.46 -1.62 0.39 0.083
H -4.83 1.71 -2.63 0.410
H -1.67 4.74 -4.67 0.470
H 2.99 1.02 2.05 0.350
H 1.00 -2.12 -4.32 0.377
H -0.43 -0.91 -2.71 0.233
H 3.90 -2.79 -1.23 0.407
H -4.61 1.97 0.37 0.470
H -6.67 1.17 1.47 0.351
H 4.05 2.98 -1.48 0.444
```

Computed properties:
multiplicity	1
HOMO-LUMO gap (alpha / beta)	6.64 / 4.51	eV
LUMO energy (alpha / beta)	4.33 / 3.82	eV
total charge	-2

---

| no. | energy (Ha) | strongest force on any atom (eV/Å) |
| --- | --- | --- |
| 1 | -4900.3998 | 1.635 |
| 2 | -7834.2324 | 0.829 |
| 3 | -2298.2186 | 1.017 |